{"formula": "C23H25N2ORhS", "method": "wB97M-V/def2-TZVPD", "symbols": ["C", "C", "C", "H", "C", "C", "H", "C", "C", "C", "H", "C", "C", "H", "H", "H", "H", "H", "H", "Rh", "C", "C", "C", "H", "H", "H", "H", "H", "H", "C", "C", "H", "H", "O", "N", "C", "H", "C", "C", "H", "C", "H", "C", "H", "C", "H", "C", "H", "H", "H", "S", "C", "N"], "coordinates": [[2.3051, 0.2761, 3.2679], [2.2369, -0.4513, 2.0197], [2.1662, 0.5048, 0.9401], [2.2322, -1.5329, 1.8947], [2.2349, 1.8203, 1.5173], [2.3356, 1.6830, 2.9487], [2.1822, 2.7542, 0.9534], [-1.4230, -2.0285, 3.1000], [-0.2738, -2.5391, 2.4391], [-0.4439, -2.3660, 1.0283], [0.5461, -3.0686, 2.9174], [-1.7161, -1.7544, 0.8128], [-2.3121, -1.5474, 2.0890], [2.0700, 0.3036, -0.1106], [2.4085, 2.4969, 3.6643], [2.4319, -0.1671, 4.2633], [-3.3225, -1.1640, 2.2443], [0.2582, -2.6579, 0.2377], [-1.5926, -2.0132, 4.1769], [0.6711, 0.8058, 2.2214], [-2.4369, -1.5546, -0.5100], [-3.8300, -2.1995, -0.4114], [-1.6423, -2.2003, -1.6509], [-3.7483, -3.2514, -0.1087], [-4.3451, -2.1453, -1.3796], [-4.4372, -1.6665, 0.3315], [-1.5196, -3.2745, -1.4574], [-0.6486, -1.7445, -1.7527], [-2.1789, -2.0784, -2.5992], [-2.6735, -0.0386, -0.8038], [-1.4390, 0.8291, -0.9435], [-3.3057, 0.3829, 0.0000], [-3.2601, 0.0142, -1.7345], [-0.6410, 0.9727, 0.0054], [-1.2902, 1.4975, -2.0984], [-0.2554, 2.5126, -2.3465], [-2.0763, 1.4726, -2.7605], [1.1133, 1.9377, -2.6585], [2.2464, 2.5970, -2.1674], [2.1000, 3.5071, -1.5840], [3.5233, 2.1062, -2.4434], [4.3968, 2.6272, -2.0442], [3.6716, 0.9652, -3.2451], [4.6724, 0.5790, -3.4648], [2.5389, 0.3180, -3.7645], [2.6504, -0.5653, -4.3987], [1.2572, 0.8121, -3.4779], [0.3704, 0.3317, -3.9031], [-0.1833, 3.1860, -1.4769], [-0.6065, 3.0920, -3.2135], [0.0626, 0.3715, 6.5372], [-0.3249, 0.5499, 5.0164], [-0.7555, 0.7026, 3.8830]], "lumo_ev": [0.25, -1.58], "e_homo_ev": [-6.356, -7.645], "largest_force_ev_per_a": 12.8, "energy_ha": -1584.7065, "de_lowest_ev": 0.000, "charge": 0, "spin_multiplicity": 5}

---

{"formula": "C3H10N3O2P", "method": "wB97M-V/def2-TZVPD", "symbols": ["H", "N", "C", "C", "N", "P", "C", "N", "O", "O", "H", "H", "H", "H", "H", "H", "H", "H", "H"], "coordinates": [[-0.0275, -2.8363, 0.0165], [-0.7962, -2.1730, 0.0787], [-0.4507, -1.0009, 0.3288], [0.8910, -0.3781, 0.5043], [1.9116, -1.2227, -0.0787], [0.8646, 1.4281, -0.0858], [-1.6880, 0.1042, 0.1384], [-1.9902, 1.3868, 0.8988], [-1.2966, 0.4889, -1.1637], [-2.8566, -0.6339, 0.1239], [1.0675, -0.3124, 1.5887], [2.8376, -0.8580, 0.1151], [1.8006, -1.2606, -1.0895], [2.2251, 1.5956, 0.2444], [1.2025, 1.1306, -1.4073], [-2.2593, 2.0946, 0.2289], [-2.7454, 1.1890, 1.5423], [-2.0425, 0.9115, -1.6104], [-2.6020, -1.5670, -0.0177]], "lumo_ev": 0.78, "e_homo_ev": -8.531, "largest_force_ev_per_a": 2.9, "smiles": "[H]/N=C(\\[C@@H](N)P)C(N)(O)O", "energy_ha": -776.3567, "de_lowest_ev": 3.114, "charge": 0, "spin_multiplicity": 1}

---

{"formula": "C7H9N", "method": "wB97M-V/def2-TZVPD", "symbols": ["C", "C", "C", "C", "C", "C", "C", "N", "H", "H", "H", "H", "H", "H", "H", "H", "H"], "coordinates": [[0.1076, -2.2794, 2.2451], [0.1441, -0.9615, 2.0926], [0.1222, -0.3121, 0.7753], [-0.6526, 0.6831, 0.2756], [-0.2660, 0.8751, -1.1018], [-0.6451, 2.0363, -1.9579], [0.7111, -0.0414, -1.3780], [0.9176, -0.8076, -0.2408], [0.0812, -2.7971, 3.1921], [0.0749, -2.8862, 1.3533], [0.1221, -0.2700, 2.9274], [-1.3986, 1.2854, 0.7639], [-1.6326, 2.4142, -1.6892], [0.0809, 2.8489, -1.9441], [-0.7522, 1.7688, -3.0163], [1.2072, -0.2974, -2.2982], [1.7782, -1.2590, 0.0010]], "lumo_ev": 1.06, "e_homo_ev": -7.934, "largest_force_ev_per_a": 1.3, "smiles": "C=Cc1cc(C)c[nH]1", "energy_ha": -326.8556, "de_lowest_ev": 0.962, "charge": 0, "spin_multiplicity": 1}

---

{"formula": "C7H12NOP", "method": "wB97M-V/def2-TZVPD", "symbols": ["C", "C", "O", "C", "C", "C", "C", "C", "N", "P", "H", "H", "H", "H", "H", "H", "H", "H", "H", "H", "H", "H"], "coordinates": [[1.6637, -2.4572, -0.3404], [0.5656, -1.4407, -0.1957], [-0.3759, -1.5770, -1.1889], [-1.5816, -1.1196, -0.7499], [-1.6463, 0.1902, -0.3864], [-0.7796, 1.3032, -0.8451], [-0.2976, 2.2417, 0.2256], [0.6426, 1.5040, 1.2004], [-0.1119, 0.4527, 1.7910], [-0.1529, -1.0861, 1.6198], [1.3174, -3.5325, -0.1225], [2.1129, -2.4399, -1.3276], [2.4631, -2.2043, 0.3987], [0.9781, -0.3899, -0.3129], [-2.2767, -1.8356, -0.3300], [-2.5041, 0.4903, 0.0323], [-1.4527, 1.9966, -1.5050], [-0.0456, 0.8796, -1.4879], [0.2827, 3.0926, 0.0146], [-1.1526, 2.4879, 0.7708], [1.5484, 1.1474, 0.7989], [0.8031, 2.2966, 1.9403]], "lumo_ev": -0.21, "e_homo_ev": -7.947, "largest_force_ev_per_a": 3.8, "smiles": "C[C@H]1O/C=C\\CCC/N=P\\1", "energy_ha": -745.1344, "de_lowest_ev": 1.884, "charge": 0, "spin_multiplicity": 1}